The following is a DFT calculation (ωB97M-V/def2-TZVPD) of 7 unconnected molecules or ions with the total composition H14O6S2.

Element x y z (Å)
S: 2.95 0.97 -1.36
S: 2.01 2.14 0.16
H: 3.52 0.13 -0.50
H: 0.68 2.11 0.07
O: -1.25 -4.22 1.61
H: -1.14 -4.22 0.64
H: -0.45 -3.90 1.99
O: 0.99 -1.96 0.37
H: 1.58 -2.70 0.20
H: 0.45 -1.93 -0.43
O: 0.84 4.57 -1.49
H: 1.74 4.25 -1.42
H: 0.50 4.27 -2.34
O: -0.44 0.34 -0.90
H: -0.77 -0.41 -1.35
H: -0.25 0.12 0.00
O: -4.10 1.04 -1.46
H: -3.22 0.72 -1.21
H: -4.26 1.64 -0.71
O: -0.16 -0.91 2.66
H: 0.30 -0.86 3.50
H: 0.46 -1.19 1.97

Output
Energy above the lowest of the compared OMol25 structures with the same formula, charge and spin = 40.2 kcal per mole
E_LUMO = -0.01335 Ha
Multiplicity = 1
Kohn-Sham gap = 8.94 eV
SMILES string = SS.O.O.O.O.O.O
Highest occupied orbital energy = -9.3 eV
DFT total energy = -34181.8782 eV

Charges obtained by Löwdin population analysis, quoted in units of e: 0.27 0.30 -0.23 -0.19 -0.05 0.04 -0.01 -0.05 0.07 0.04 -0.09 -0.04 0.04 -0.07 0.03 -0.01 -0.07 0.01 0.04 -0.07 0.04 -0.02

***

The following is a DFT calculation (ωB97M-V/def2-TZVPD) of 7 unconnected molecules or ions with the total composition H14O7.

Element x y z (Å)
O: -0.48 -0.77 0.04
H: -0.24 0.15 0.00
H: 0.35 -1.30 0.27
O: 4.30 1.19 -0.22
H: 3.77 1.56 -0.92
H: 4.33 1.96 0.41
O: 1.09 -2.87 0.64
H: 1.53 -3.49 1.22
H: 1.14 -3.26 -0.26
O: 1.13 -0.29 -0.90
H: 1.21 0.43 -1.55
H: 0.56 -0.86 -1.35
O: -1.37 3.07 0.27
H: -1.98 2.39 0.68
H: -0.56 3.02 0.78
O: -3.19 -0.68 -1.13
H: -4.12 -0.80 -1.45
H: -3.00 0.23 -1.43
O: -1.13 0.07 1.76
H: -1.58 0.85 1.35
H: -1.76 -0.62 1.78

Output
Energy above the lowest of the compared OMol25 structures with the same formula, charge and spin = 150.7 kcal per mole
E_LUMO = 0.01162 Ha
Multiplicity = 1
Kohn-Sham gap = 7.73 eV
SMILES string = O.O.O.O.O.O.O
Highest occupied orbital energy = -7.4 eV
DFT total energy = -14554.9284 eV

Charges obtained by Löwdin population analysis, quoted in units of e: -0.21 0.04 0.04 -0.07 0.00 0.07 -0.03 0.06 0.07 -0.09 0.08 0.03 -0.07 0.05 0.03 -0.08 0.06 0.03 -0.06 0.02 0.03

***

The following is a DFT calculation (ωB97M-V/def2-TZVPD) of 7 unconnected molecules or ions with the total composition H14O7.

Element x y z (Å)
O: 0.12 0.29 -1.03
H: -0.03 0.09 -1.95
H: 0.29 -0.44 -0.53
O: -1.85 -0.63 2.22
H: -2.33 -1.52 2.13
H: -2.63 -0.07 2.18
O: -3.86 -0.13 -0.76
H: -3.78 -0.43 -1.66
H: -4.22 0.84 -0.74
O: 4.64 -0.50 -0.29
H: 4.63 -0.18 -1.26
H: 4.87 0.20 0.28
O: -0.18 -1.88 -1.74
H: 0.42 -2.59 -1.96
H: -0.41 -1.70 -2.59
O: 0.96 -1.34 2.37
H: 1.29 -2.28 2.33
H: 1.35 -1.10 1.47
O: 0.40 4.47 0.15
H: -0.56 4.61 0.39
H: 0.87 4.29 0.97

Output
Energy above the lowest of the compared OMol25 structures with the same formula, charge and spin = 90.4 kcal per mole
E_LUMO = 0.00929 Ha
Multiplicity = 1
Kohn-Sham gap = 10.72 eV
SMILES string = O.O.O.O.O.O.O
Highest occupied orbital energy = -10.5 eV
DFT total energy = -14557.5418 eV

Charges obtained by Löwdin population analysis, quoted in units of e: -0.03 0.02 -0.05 -0.09 0.07 0.01 -0.10 0.01 0.10 -0.08 0.08 0.00 -0.01 0.07 0.00 -0.10 0.05 0.06 -0.08 0.06 0.03

***

The following is a DFT calculation (ωB97M-V/def2-TZVPD) of 7 unconnected molecules or ions with the total composition H14O7.

Element x y z (Å)
O: 19.62 19.85 9.99
H: 19.27 20.62 10.43
H: 19.07 19.09 10.13
O: 19.06 17.23 10.81
H: 18.84 16.82 9.94
H: 18.36 16.81 11.33
O: 21.74 18.06 10.28
H: 21.39 17.37 9.73
H: 21.01 18.69 10.15
O: 18.96 19.10 14.46
H: 19.50 18.63 13.81
H: 19.36 18.97 15.31
O: 22.52 15.90 14.52
H: 23.09 15.49 13.89
H: 21.98 16.49 14.02
O: 20.75 14.57 12.43
H: 20.14 14.80 11.72
H: 20.71 13.64 12.43
O: 20.69 17.67 13.05
H: 21.36 18.27 12.79
H: 20.13 17.54 12.26

Output
Energy above the lowest of the compared OMol25 structures with the same formula, charge and spin = 45.1 kcal per mole
E_LUMO = -0.01878 Ha
Multiplicity = 1
Kohn-Sham gap = 9.92 eV
SMILES string = O.O.O.O.O.O.O
Highest occupied orbital energy = -10.4 eV
DFT total energy = -14559.5043 eV

Charges obtained by Löwdin population analysis, quoted in units of e: -0.03 0.06 0.00 -0.05 0.10 0.09 -0.05 0.01 -0.02 -0.07 -0.04 0.02 -0.05 0.02 -0.03 -0.02 0.02 0.01 -0.03 0.05 0.01

***

The following is a DFT calculation (ωB97M-V/def2-TZVPD) of 7 unconnected molecules or ions with the total composition H14O7.

Element x y z (Å)
O: 2.66 0.43 0.76
H: 3.31 -0.11 0.38
H: 2.67 0.04 1.67
O: -0.91 -1.45 -1.80
H: -1.66 -2.02 -1.64
H: -0.82 -0.91 -0.98
O: 1.25 1.35 -2.94
H: 0.81 1.41 -2.11
H: 2.13 1.15 -2.76
O: 0.39 -1.87 1.42
H: 1.18 -1.51 1.86
H: -0.17 -2.23 2.09
O: -2.74 0.99 -1.57
H: -1.82 0.80 -1.39
H: -3.28 0.76 -0.83
O: 0.19 0.72 -0.41
H: 1.01 0.59 0.05
H: -0.30 0.83 0.38
O: -1.33 0.31 2.19
H: -0.68 -0.01 2.80
H: -1.88 0.75 2.83

Output
Energy above the lowest of the compared OMol25 structures with the same formula, charge and spin = 54.5 kcal per mole
E_LUMO = -0.02048 Ha
Multiplicity = 1
Kohn-Sham gap = 9.62 eV
SMILES string = O.O.O.O.O.O.O
Highest occupied orbital energy = -10.2 eV
DFT total energy = -14559.0961 eV

Charges obtained by Löwdin population analysis, quoted in units of e: -0.01 0.04 0.07 -0.07 0.03 -0.01 -0.02 -0.02 0.00 -0.03 0.03 0.03 -0.03 -0.01 0.01 -0.05 0.00 0.00 -0.03 0.02 0.04

***

The following is a DFT calculation (ωB97M-V/def2-TZVPD) of 7 unconnected molecules or ions with the total composition H14O7.

Element x y z (Å)
O: 0.72 -2.23 0.04
H: 0.73 -1.71 -0.78
H: 0.93 -3.13 -0.42
O: -0.48 -1.11 -2.18
H: -1.39 -0.97 -2.02
H: -0.38 -0.93 -3.17
O: 0.97 2.31 0.20
H: 1.80 2.92 0.31
H: 0.20 2.65 -0.21
O: 0.03 -3.55 3.95
H: -0.58 -3.59 3.25
H: 0.83 -2.96 3.59
O: 2.57 -0.15 -0.47
H: 2.23 0.59 -0.88
H: 2.04 -0.20 0.38
O: -1.04 -0.38 2.19
H: -0.39 -0.40 2.81
H: -0.97 -1.23 1.81
O: -2.37 4.90 -2.64
H: -2.19 4.40 -3.46
H: -3.27 4.78 -2.32

Output
Energy above the lowest of the compared OMol25 structures with the same formula, charge and spin = 66.0 kcal per mole
E_LUMO = 0.00444 Ha
Multiplicity = 1
Kohn-Sham gap = 10.73 eV
SMILES string = O.O.O.O.O.O.O
Highest occupied orbital energy = -10.6 eV
DFT total energy = -14558.5988 eV

Charges obtained by Löwdin population analysis, quoted in units of e: -0.12 -0.02 0.10 -0.06 0.03 0.10 -0.07 0.11 0.00 -0.09 -0.01 0.10 -0.06 -0.04 0.05 0.00 -0.02 -0.01 -0.07 0.04 0.03

***

The following is a DFT calculation (ωB97M-V/def2-TZVPD) of 7 unconnected molecules or ions with the total composition H14O7.

Element x y z (Å)
O: -0.20 1.32 -1.16
H: -0.65 1.03 -0.36
H: 0.72 1.45 -0.88
O: 3.04 1.90 -2.81
H: 2.71 1.56 -1.98
H: 3.69 1.24 -3.09
O: 4.39 -1.91 -1.66
H: 3.62 -1.39 -1.40
H: 4.58 -1.61 -2.56
O: -1.05 -0.94 -0.34
H: -1.92 -0.75 0.02
H: -1.16 -1.79 -0.78
O: 0.15 0.55 2.09
H: -0.59 0.48 2.70
H: -0.18 1.12 1.38
O: -4.78 1.50 1.82
H: -4.58 2.12 1.11
H: -4.21 1.79 2.54
O: -1.39 -2.36 1.97
H: -1.15 -3.17 1.52
H: -2.12 -2.62 2.55

Output
Energy above the lowest of the compared OMol25 structures with the same formula, charge and spin = 66.3 kcal per mole
E_LUMO = 0.00166 Ha
Multiplicity = 1
Kohn-Sham gap = 10.80 eV
SMILES string = O.O.O.O.O.O.O
Highest occupied orbital energy = -10.8 eV
DFT total energy = -14558.5863 eV

Charges obtained by Löwdin population analysis, quoted in units of e: -0.06 -0.02 0.03 -0.05 0.02 0.03 -0.06 0.03 0.03 -0.07 0.05 0.05 -0.05 0.04 0.00 -0.06 0.03 0.03 -0.06 0.04 0.04

***

The following is a DFT calculation (ωB97M-V/def2-TZVPD) of a molecular structure, H14O7.

Element x y z (Å)
O: -0.16 -0.73 2.05
H: -0.78 -1.20 2.61
H: -0.44 0.19 2.11
O: 0.65 0.03 0.05
H: 1.18 -0.74 0.23
H: 0.27 0.27 0.89
O: 0.02 -1.15 -1.85
H: 0.46 -0.31 -1.93
H: 0.59 -1.77 -2.30
O: -0.86 -1.79 0.11
H: -1.31 -2.46 0.61
H: -0.49 -1.21 0.77
O: -1.01 0.56 -1.56
H: -1.31 1.12 -2.28
H: -0.59 1.17 -0.95
O: 2.42 1.19 -1.72
H: 1.73 1.59 -2.25
H: 1.96 0.75 -1.01
O: -0.49 1.33 1.92
H: -0.47 1.53 2.86
H: -1.36 1.63 1.64

Output
Energy above the lowest of the compared OMol25 structures with the same formula, charge and spin = 179.8 kcal per mole
E_LUMO = -0.01735 Ha
Multiplicity = 1
Kohn-Sham gap = 8.16 eV
Highest occupied orbital energy = -8.6 eV
DFT total energy = -14553.6660 eV

Charges obtained by Löwdin population analysis, quoted in units of e: -0.05 0.10 -0.19 -0.12 0.10 0.00 -0.13 0.00 0.05 -0.09 0.04 -0.09 -0.07 0.07 0.03 -0.05 0.02 -0.02 0.13 0.14 0.14

***

The following is a DFT calculation (ωB97M-V/def2-TZVPD) of 7 unconnected molecules or ions with the total composition H14O7.

Element x y z (Å)
O: -1.11 2.36 -2.26
H: -0.78 3.11 -1.77
H: -2.03 2.29 -2.00
O: -3.15 -0.13 2.02
H: -3.45 0.62 2.54
H: -2.20 -0.08 2.05
O: -0.36 -0.53 2.76
H: -0.61 -1.41 3.04
H: -0.47 0.00 3.55
O: 2.37 -0.09 2.12
H: 1.49 -0.16 2.49
H: 2.22 0.10 1.19
O: 0.37 -0.69 -0.60
H: -0.23 -0.48 0.12
H: 0.05 -0.18 -1.34
O: 0.53 1.13 -4.22
H: 0.08 1.46 -3.44
H: 1.16 1.83 -4.44
O: 2.36 -3.03 -0.39
H: 1.70 -2.35 -0.49
H: 2.05 -3.76 -0.93

Output
Energy above the lowest of the compared OMol25 structures with the same formula, charge and spin = 28.4 kcal per mole
<S²> = 0.757
E_LUMO (spin up / spin down) = -0.12176 / -0.41639 Ha
Multiplicity = 2
Kohn-Sham gap (spin up / spin down) = 11.15 / 2.31 eV
Highest occupied orbital energy (spin up / spin down) = -14.5 / -13.6 eV
DFT total energy = -14548.7775 eV
Net charge = +1

Charges obtained by Löwdin population analysis, quoted in units of e: -0.03 0.06 0.06 -0.05 0.04 -0.03 -0.03 0.09 0.08 0.22 0.03 0.08 -0.02 0.03 0.05 0.01 -0.02 0.05 0.22 0.04 0.11

***

The following is a DFT calculation (ωB97M-V/def2-TZVPD) of 7 unconnected molecules or ions with the total composition H14O7.

Element x y z (Å)
O: 0.89 -3.23 -0.03
H: 0.49 -2.37 0.03
H: 0.84 -3.46 -0.95
O: -3.87 -1.59 -1.61
H: -3.01 -1.97 -1.44
H: -4.16 -2.03 -2.41
O: 1.59 0.44 3.29
H: 1.09 1.13 2.85
H: 1.34 0.53 4.22
O: 0.81 2.26 1.16
H: 0.84 2.78 0.35
H: 0.58 2.89 1.84
O: -1.23 1.29 -1.63
H: -1.72 1.13 -2.44
H: -0.35 1.51 -1.93
O: 2.33 0.32 -0.92
H: 1.77 0.55 -0.18
H: 3.12 0.84 -0.79
O: -0.42 -0.73 0.26
H: -0.24 -0.02 0.88
H: -0.70 -0.28 -0.54

Output
Energy above the lowest of the compared OMol25 structures with the same formula, charge and spin = 27.3 kcal per mole
<S²> = 0.756
E_LUMO (spin up / spin down) = -0.13776 / -0.41648 Ha
Multiplicity = 2
Kohn-Sham gap (spin up / spin down) = 10.72 / 3.12 eV
Highest occupied orbital energy (spin up / spin down) = -14.5 / -14.5 eV
DFT total energy = -14548.8265 eV
Net charge = +1

Charges obtained by Löwdin population analysis, quoted in units of e: 0.43 0.06 0.15 -0.04 0.01 0.04 -0.04 -0.02 0.04 -0.03 0.06 0.07 -0.03 0.06 0.04 0.00 -0.01 0.06 0.07 0.06 0.03